Computed, not measured: a gas-phase ion, C4H11N2O (charge +1) in a non-equilibrium geometry, with ωB97M-V with the def2-TZVPD basis set.

The geometry in XYZ format:
```
18
Properties=species:S:1:pos:R:3:forces:R:3:nbo_charge:R:1
N -2.54746 -0.76211 -0.27026 1.38 3.57 1.36 -0.692
C -1.03093 -1.02650 -0.27111 -0.44 -1.24 -2.84 -0.327
C -0.27530 0.27438 -0.11596 1.80 -0.29 4.61 0.642
N 1.12274 0.26690 -0.17842 -3.24 0.63 -0.19 -0.416
C 1.92594 -0.91036 0.10539 -1.89 -1.49 -0.24 -0.394
C 1.85304 1.47775 0.07536 3.68 -2.06 -0.76 -0.416
O -0.91445 1.09629 0.56707 0.42 0.16 -2.21 -0.596
H -2.79392 -0.09363 0.60571 0.97 -1.05 -2.75 0.493
H -2.96125 -0.42652 -1.18578 0.47 -0.61 1.49 0.469
H -2.78982 -1.63474 0.05347 -2.20 -2.61 0.08 0.429
H -0.90886 -1.86128 0.41034 0.39 0.73 1.22 0.250
H -0.78191 -1.64940 -1.17102 -0.44 1.15 0.00 0.254
H 2.49443 -0.77705 1.03937 -0.36 -0.05 -0.29 0.222
H 2.63485 -1.09944 -0.71911 -0.47 -0.42 0.40 0.230
H 1.11735 -1.69210 0.31655 1.98 0.19 -0.61 0.186
H 2.67175 0.96404 0.70846 -0.31 2.06 -1.25 0.203
H 1.53302 2.24061 0.70076 -1.72 1.24 0.80 0.241
H 2.23654 1.83402 -0.91661 -0.02 0.08 1.18 0.221
```
Forces are in eV/Å.

Values from the calculation:
charge: +1
energy above the lowest of the compared OMol25 structures with the same formula, charge and spin: 335.7 kJ/mol
SMILES string: CN(C)C(=O)C[NH3+]
E: -343.4363 Eh